Molecular formula: C25H33KN11O2S3
Method: DFT, the ωB97M-V functional and the def2-TZVPD basis

Last column: Mulliken charge in e.
Atoms and positions in Å:
K1 0.200 -0.057 -0.704  0.97
N1 -5.443 5.703 -4.704  -0.52
C1 -4.377 4.985 -4.208  1.05
C2 -4.255 4.752 -2.832  -0.80
C3 -3.163 4.071 -2.334  -0.43
C4 -2.187 3.608 -3.209  -0.33
C5 -2.292 3.822 -4.571  -0.44
C6 -3.379 4.512 -5.067  -0.71
S1 -0.820 2.748 -2.539  1.62
O1 0.078 2.295 -3.573  -0.85
O2 -0.219 3.758 -1.634  -0.91
N2 -1.267 1.546 -1.572  -0.66
C7 -1.998 0.541 -2.178  0.88
N3 -2.079 -0.639 -1.523  -0.59
C8 -2.776 -1.609 -2.119  -0.02
C9 -3.405 -1.463 -3.335  -0.92
C10 -3.256 -0.220 -3.933  -0.22
N4 -2.566 0.763 -3.381  -0.37
H1 -6.244 5.835 -4.114  0.21
H2 -5.631 5.663 -5.689  0.21
H3 -5.025 5.113 -2.159  0.29
H4 -3.068 3.882 -1.271  0.44
H5 -1.525 3.439 -5.234  0.48
H6 -3.466 4.688 -6.134  0.29
H7 -2.820 -2.551 -1.579  0.40
H8 -3.961 -2.266 -3.796  0.39
H9 -3.702 -0.002 -4.899  0.44
C11 -0.320 -5.648 1.862  -0.88
N5 0.636 -4.727 2.450  0.30
C12 1.456 -4.991 3.533  -0.72
C13 2.222 -3.916 3.737  -0.32
N6 1.878 -2.971 2.760  0.44
C14 0.867 -3.482 1.953  -0.43
S2 0.018 -2.804 0.692  -0.27
C15 2.542 -1.727 2.624  0.78
C16 3.253 -1.206 3.706  -0.52
C17 3.936 -0.020 3.531  -0.70
C18 3.893 0.615 2.297  -0.63
C19 3.150 0.014 1.299  -0.64
N7 2.479 -1.129 1.452  -0.28
H10 -0.235 -6.604 2.372  0.33
H11 -0.110 -5.771 0.802  0.36
H12 -1.332 -5.260 1.962  0.27
H13 1.430 -5.929 4.061  0.47
H14 3.011 -3.765 4.451  0.45
H15 3.267 -1.706 4.663  0.27
H16 4.502 0.405 4.349  0.44
H17 4.442 1.528 2.114  0.50
H18 3.116 0.450 0.301  0.75
C20 -0.116 -0.034 4.772  -0.89
N8 -0.987 -0.984 4.113  0.36
C21 -1.231 -2.297 4.504  -0.11
C22 -2.155 -2.794 3.664  -0.88
N9 -2.464 -1.779 2.777  0.21
C23 -1.742 -0.663 3.029  -0.42
S3 -1.791 0.800 2.210  -0.22
H19 0.255 -0.478 5.694  0.30
H20 -0.672 0.875 4.997  0.39
H21 0.720 0.231 4.127  0.19
H22 -0.735 -2.749 5.347  0.47
H23 -2.625 -3.761 3.633  0.48
H24 -3.095 -1.834 1.998  0.24
N10 1.413 5.410 2.308  -0.58
C24 1.144 4.039 2.743  -0.58
C25 0.540 3.255 1.582  0.23
N11 1.327 3.553 0.347  -0.01
H25 2.012 5.903 2.955  0.22
H26 0.553 5.940 2.230  0.20
H27 1.733 4.485 0.507  0.52
H28 0.465 3.973 3.595  0.38
H29 2.092 3.583 3.036  0.31
H30 -0.489 3.566 1.408  0.13
H31 0.521 2.188 1.788  -0.29
H32 2.080 2.893 0.189  0.27
H33 0.682 3.605 -0.552  0.23

Summary:
HOMO in eV: -9.56
Kohn-Sham gap in eV: 7.44
Relative energy (zero: lowest compared OMol25 entry of this formula, charge and spin) in kcal/mol: 21.81
Charge: +1